145
Properties=species:S:1:pos:R:3:forces:R:3:lowdin_charge:R:1 method="wB97M-V/def2-TZVPD" e_lumo_ha=-0.1333 e_tot_ev=-118512.6326 orbital_gap_ev=9.5 multiplicity=1 charge=+2
Ca -0.088039 -0.017685 0.216105 0.01 -0.49 0.66 1.50
O -1.026014 -0.235497 -3.637782 -0.43 0.80 -0.75 0.06
O 4.287204 0.296487 -0.660640 -5.29 0.26 -0.91 0.00
O 1.086790 3.162484 -1.950246 -1.69 -0.87 1.73 0.04
O -5.712088 5.371922 1.595354 -0.80 0.07 0.01 0.15
O 1.599242 7.410417 1.490297 0.37 -1.99 -0.09 0.09
O -2.299971 0.396749 -0.357747 -0.80 0.29 -1.08 -0.01
O -0.318497 2.175203 -0.412084 1.11 0.85 -0.55 -0.03
O -1.238308 0.022218 2.179210 0.47 0.14 0.89 0.00
O -3.805784 4.299537 1.682838 -2.17 -2.21 2.26 0.02
O -4.087233 0.686144 0.825691 -1.35 1.40 3.11 0.01
O 1.461841 0.553725 2.024064 1.55 -0.29 1.31 0.02
O -0.124459 -0.961294 -1.791456 -0.96 -1.76 -2.85 -0.07
O 2.262058 -7.537103 -0.218626 0.60 -0.34 0.46 0.13
O 1.338484 1.351332 -5.762300 0.61 -1.01 1.93 0.00
O 2.034260 0.623255 -3.733952 -0.25 -0.55 -2.22 0.11
O 1.940343 0.042925 -0.820739 4.44 -0.83 0.27 -0.05
O 0.535335 -6.740973 -1.211632 -3.06 0.49 -0.92 0.10
O 0.823298 -2.135398 1.013733 -0.21 -0.54 0.35 0.01
O 3.269923 -0.682775 2.389910 -0.65 -2.08 -2.11 0.03
O 1.407956 5.219989 1.457274 -3.14 -3.19 -1.30 0.05
O 0.181617 -2.807832 3.017671 -3.21 3.01 0.90 0.08
O -1.837073 -2.496630 0.277634 -2.43 -1.97 1.29 0.07
O -0.997725 1.048457 4.245017 -0.53 -1.50 -2.21 0.02
O -2.365636 -4.658010 0.582261 -1.09 0.82 0.53 0.01
C -1.607945 -0.668504 -4.868070 -0.88 -0.32 -0.49 -0.15
C -4.533957 5.381529 1.455428 -0.67 1.93 0.05 -0.48
C -3.258360 -5.394540 1.420083 -0.40 -0.40 2.77 -0.12
C -3.564331 -3.145854 2.069660 1.83 1.12 -1.44 -0.07
C -3.477839 0.677195 -0.319793 0.56 -0.84 -0.45 -0.48
C 4.274137 -0.894904 3.334879 2.60 1.84 0.55 -0.14
C -2.564093 -3.329494 0.842942 2.13 1.93 -0.46 -0.35
C 0.945330 3.961584 -3.122604 -0.31 0.56 -0.54 -0.15
C 2.056082 6.280891 1.666199 1.48 5.94 1.38 -0.55
C 0.318189 -3.839139 3.956898 -0.01 1.95 2.08 -0.17
C 4.948290 -1.914642 -1.021773 0.23 -0.54 -0.19 -0.11
C -3.278301 1.281771 4.555525 -0.94 -0.26 -0.17 -0.14
C 2.093071 0.505805 -4.952329 0.07 1.74 3.01 -0.42
C 1.772552 -6.691775 -0.911321 3.76 -1.42 1.76 -0.60
C -3.556489 -4.492813 2.680511 -0.98 -0.64 -0.22 -0.15
C 0.864434 -4.879791 3.152168 0.88 -3.85 -0.73 -0.15
C 3.068390 -0.351231 -5.718132 -1.62 -0.76 -1.42 -0.05
C 2.500820 -5.544721 -1.555060 -1.29 -0.20 0.06 -0.04
C 1.692078 -4.151004 2.070548 -0.17 -1.99 1.13 0.00
C -0.523434 -1.236105 -2.934248 0.69 2.26 2.96 -0.44
C 2.822074 0.718171 4.125595 -1.42 1.52 -2.01 -0.07
C -5.816575 0.959217 -0.644190 -0.40 1.84 0.39 -0.14
C -3.092021 0.083475 3.678765 -0.11 -0.09 0.19 -0.11
C 2.394346 -0.268008 -7.109952 -0.11 1.64 -0.73 -0.12
C 3.455399 -1.925678 -1.054796 -1.64 1.68 0.45 -0.09
C -1.340611 -2.143864 -4.952900 0.05 -1.75 1.22 -0.10
C -2.311666 5.859875 1.168716 3.54 -0.64 -0.61 -0.18
C -0.476783 -2.511232 -3.667753 -0.45 1.14 -1.34 -0.02
C 2.395293 0.235118 2.756704 -2.15 1.03 -0.73 -0.43
C 4.285191 0.516881 3.954977 0.30 -1.42 3.41 -0.13
C 5.371993 -0.518975 -0.449382 0.61 -1.00 -0.43 -0.16
C 1.336205 -4.535227 -1.592004 1.66 0.60 0.04 -0.16
C -0.491459 3.854762 -3.492561 -3.19 0.19 1.19 -0.11
C -3.603288 6.532081 1.040584 -0.27 0.24 -0.53 -0.05
C -1.699926 0.321599 3.242635 0.77 0.70 0.28 -0.38
C -4.507295 0.881138 -1.391977 -0.32 0.38 -0.60 -0.06
C -1.267605 3.574842 -2.100700 2.03 -0.04 -2.09 -0.03
C -5.406552 1.415764 0.778593 0.13 -2.43 -1.41 -0.03
C 0.163875 -5.485332 -1.733326 -1.17 1.70 -0.34 -0.15
C 0.822337 -2.952029 1.917082 2.48 0.56 -1.71 -0.49
C 3.451134 6.016466 2.195185 -0.31 -0.37 -1.66 -0.06
C 3.073789 -0.457913 -0.826716 -0.50 1.77 -0.14 -0.30
C 1.772441 1.194247 -7.066960 0.79 -2.01 -2.23 -0.18
C -0.151654 2.891544 -1.384326 0.75 -0.31 0.10 -0.39
C -2.595090 4.396211 1.086447 1.59 -0.38 -0.53 -0.22
C -1.936078 1.389304 5.252126 -1.28 0.53 0.67 -0.15
C 2.042306 3.997383 1.821006 1.95 0.97 0.97 -0.10
C 3.338233 4.517738 2.508988 1.42 0.27 1.59 -0.14
H -3.440379 2.031078 3.780696 0.04 0.92 0.62 0.12
H -6.417195 1.802327 -0.985562 -0.43 -0.51 -0.62 0.12
H 1.528868 -0.909141 -7.277298 0.01 -0.44 0.84 0.10
H -0.705481 3.026781 -4.168386 0.08 0.09 -0.02 0.11
H 3.360537 4.516341 3.598760 -1.08 -0.37 0.33 0.11
H -3.103015 -0.870792 4.205398 -0.24 -0.10 0.13 0.14
H -2.147328 2.959941 -2.290671 0.15 0.00 0.52 0.12
H -1.034808 4.752032 -3.788836 0.82 0.13 -0.92 0.12
H 4.251870 3.935419 2.389523 -0.06 -0.07 -1.06 0.10
H 5.301861 -2.845495 -0.578364 0.58 0.44 0.24 0.12
H 2.634222 1.785492 4.242302 -0.66 -0.19 0.19 0.13
H 5.114816 -1.976985 -2.097177 1.26 0.26 0.17 0.12
H 1.442593 -5.549795 3.788498 0.22 -0.19 -0.32 0.14
H -1.341018 -0.128566 -5.776541 0.86 0.42 0.55 0.13
H 2.859622 -2.486361 -0.334527 0.37 -0.16 0.13 0.10
H -3.107162 -2.413360 2.734898 -0.17 0.24 -0.39 0.09
H 1.959299 -4.765554 1.210880 -0.34 0.32 -0.03 0.12
H -1.795234 3.830577 1.564347 -0.31 -0.34 0.22 0.14
H 3.810158 6.742951 2.924168 -0.51 -0.46 0.42 0.13
H -0.663120 -5.101581 -1.135903 -0.33 -0.25 -0.32 0.11
H -1.523682 5.966571 0.423191 -0.11 1.11 -0.30 0.12
H 4.047908 6.280689 1.322175 0.39 -0.44 -0.23 0.13
H 1.174352 5.007350 -2.917636 0.47 -0.12 0.23 0.14
H 3.099879 -2.168594 -2.056136 -0.31 -0.07 0.12 0.12
H -1.796450 6.090915 2.101061 -0.16 -0.17 0.19 0.13
H -3.717764 6.830216 -0.001582 -0.72 0.04 0.04 0.14
H 3.042726 -1.387852 -5.382181 0.12 0.18 0.43 0.12
H -4.547876 -4.641902 3.108350 -0.03 -0.67 -0.19 0.12
H 4.080767 0.037966 -5.609843 -0.10 0.14 -0.29 0.14
H -2.801631 3.946004 0.115491 0.87 0.37 -0.68 0.12
H -2.694504 -0.585890 -4.842437 -0.04 0.64 0.50 0.12
H 4.177770 -1.741081 4.015169 -1.02 0.20 0.25 0.14
H -0.886445 -3.264169 -2.994433 0.33 -0.33 -0.48 0.13
H 2.949559 -0.445240 -8.031051 0.62 0.26 0.36 0.12
H -1.487793 4.498098 -1.564773 -0.14 0.03 -0.15 0.12
H 2.512693 1.938883 -7.359596 -0.12 0.20 0.13 0.13
H -4.397106 1.835483 -1.906944 0.60 -0.28 -0.41 0.13
H -2.905324 -4.542266 3.553231 0.58 -0.36 -0.46 0.11
H -0.958604 -2.454433 -5.925378 0.13 -0.21 0.33 0.12
H 1.346140 -3.905018 -0.702703 -0.37 -0.41 0.17 0.08
H 2.263653 0.104185 4.832196 0.45 0.07 0.43 0.15
H -4.207474 1.117424 5.101181 0.35 0.61 0.64 0.14
H -1.721015 2.391719 5.622277 0.22 -0.02 -0.01 0.13
H -0.585318 -3.999820 4.545091 -0.45 -0.20 -0.75 0.14
H 1.429215 -3.799064 -2.390453 -0.16 -0.36 -0.17 0.08
H 5.525170 -0.376902 0.620407 0.83 -0.98 0.07 0.11
H -6.148124 1.002338 1.462145 0.70 -0.14 0.53 0.13
H -4.562210 0.016274 -2.053106 0.61 0.35 -0.36 0.13
H -1.927395 0.677670 6.077713 0.37 -0.07 0.09 0.13
H -6.328871 0.002924 -0.749916 -0.28 0.27 0.69 0.13
H 4.752336 1.355901 3.439310 0.10 -0.53 -0.38 0.13
H 1.412963 3.481650 2.546289 -0.12 -0.25 -0.50 0.12
H 2.605992 -3.993307 2.643261 0.34 0.99 -0.50 0.14
H -2.300717 -2.616552 -4.745874 0.10 -0.41 -0.58 0.12
H 2.609916 -5.994726 -2.541820 0.78 0.43 -0.45 0.14
H 0.927224 1.176429 -7.754983 -0.01 0.55 0.09 0.13
H -2.785179 -6.298859 1.802720 0.09 -0.11 -0.73 0.13
H -5.288451 2.482788 0.967306 0.32 -0.13 -0.29 0.11
H 0.057035 -5.493777 2.753131 0.01 -0.01 -0.39 0.13
H 0.973090 -3.429834 4.726102 0.63 -0.18 0.06 0.14
H -3.617970 7.422154 1.669588 -0.70 -0.16 -0.04 0.14
H -0.086024 -5.536365 -2.793062 -0.30 -0.45 0.02 0.13
H 2.316497 3.436454 0.927541 -0.54 -0.18 0.05 0.13
H 0.587473 -2.583189 -3.891971 0.00 -0.74 -0.03 0.13
H 3.438043 -5.337730 -1.038461 -0.18 0.16 -0.30 0.13
H 6.159490 -0.060820 -1.047752 0.44 -0.38 0.37 0.13
H 1.565816 3.559132 -3.923313 0.25 0.02 0.36 0.12
H 5.247017 -1.108434 2.892152 -0.24 0.08 -0.79 0.12
H -4.548399 -2.801777 1.751355 0.12 0.01 -0.20 0.13
H -4.238427 -5.609897 0.994419 0.36 -0.07 -0.67 0.13
H 4.576075 0.512625 5.005443 1.25 -0.06 -0.13 0.13
H -3.849316 0.170884 2.899684 0.61 -0.80 -0.15 0.11